No. 1
A molecular structure, C8H28CaO7 at a distorted geometry, computed with wB97M-V/def2-TZVPD.

Atoms and positions in Å:
Ca 6.0254 9.3357 8.7194
O 6.9401 7.0503 8.6363
O 7.6113 11.9396 7.0867
O 5.7861 9.3265 6.2408
O 5.3374 11.5864 9.1783
O 4.2345 8.2898 9.2745
O 8.1375 9.8789 8.6514
O 5.8137 8.7627 11.5596
C 6.8402 9.3798 5.3344
C 8.2677 6.5593 8.4405
C 4.1409 11.9511 9.9299
C 6.9641 6.7221 12.4572
C 8.6833 12.2127 6.2253
C 7.0522 8.1640 11.9432
C 8.3750 13.4043 5.3510
C 8.3073 5.5910 7.2415
H 8.1433 14.2871 5.9501
H 7.7995 9.2486 5.8490
H 3.6266 12.7136 9.3682
H 8.9165 9.3696 8.4127
H 8.9135 7.3870 8.2100
H 8.5760 6.1092 9.3842
H 4.9942 8.9469 5.8372
H 5.7144 12.4085 8.8048
H 6.8538 10.3294 4.8104
H 7.8260 8.1897 11.1638
H 7.7143 4.6622 7.3426
H 7.5301 13.1623 4.7009
H 6.6215 6.0513 11.6714
H 3.4671 11.1034 10.1070
H 9.3285 5.2337 7.1272
H 4.4085 12.4052 10.8804
H 6.4608 6.3148 9.0309
H 9.2773 13.6000 4.7414
H 9.5845 12.4405 6.8327
H 7.4303 8.7599 12.7880
H 8.9455 11.3194 5.6208
H 6.7021 8.5909 4.5831
H 7.9645 6.3823 12.7231
H 7.9352 11.1816 7.7048
H 5.3411 8.1126 11.0239
H 3.3680 8.0889 8.9595
H 6.3285 6.6036 13.3257
H 7.9889 6.0803 6.3203

Computed properties:
Lowest unoccupied orbital energy = 0.42 eV
Kohn-Sham gap = 9.240 eV

---

No. 2
7 unconnected molecules or ions with the total composition C8H28O6 at a distorted geometry, computed with wB97M-V/def2-TZVPD.

Atoms and positions in Å:
O -1.2480 -1.9239 3.1374
O -4.6582 0.0535 0.3361
O 1.1786 1.9872 -3.4891
O 3.3710 3.1688 -0.9585
O -3.4536 -1.9858 -1.5331
O 0.4371 -3.8217 0.1533
C -0.4598 -0.5645 -0.2673
C 2.9276 1.0271 2.9869
C 0.0489 1.8168 0.5541
C 1.4884 1.4210 0.8948
C 1.6137 0.8414 2.2972
C -0.0459 -0.3676 -1.5069
C 0.1983 -1.4944 -2.5226
C -0.9329 0.6313 0.5626
H -1.9774 -1.3004 3.1471
H -0.6556 -1.5511 0.1380
H 0.8912 2.2335 -4.3724
H -1.8401 0.9778 0.0540
H 0.9031 -3.7402 0.9930
H 1.1642 -1.9920 -2.5818
H -3.8181 -0.4106 0.3254
H 3.2709 4.0111 -1.4208
H -4.3030 0.8972 0.0153
H -3.6341 -1.7649 -2.4478
H 2.7879 2.6574 -1.5402
H 0.7813 1.1542 2.9152
H -1.2855 -2.4842 3.9154
H -2.5949 -2.4005 -1.4273
H 0.3328 0.5423 -1.9434
H -0.2051 2.5824 1.2881
H -1.3585 0.2671 1.4924
H 1.7751 0.7312 0.0961
H -0.5356 -2.2780 -2.3249
H 0.9557 -4.4600 -0.3415
H 1.4070 -0.2281 2.1768
H -0.0600 -1.0540 -3.4892
H 2.1966 2.2229 0.7192
H 2.9208 0.9013 4.0611
H -0.0703 2.1987 -0.4572
H 3.7386 0.4249 2.5751
H 1.2699 1.0445 -3.5586
H 3.3907 2.0222 2.8993

Computed properties:
SMILES = C/C=C/CCCCC.O.O.O.O.O.O
Lowest unoccupied orbital energy = 0.38 eV
Kohn-Sham gap = 9.422 eV

---

No. 3
6 unconnected molecules or ions with the total composition C8H28O6 at a distorted geometry, computed with wB97M-V/def2-TZVPD.

Atoms and positions in Å:
O 0.9342 16.1894 19.4325
O -0.4994 23.5068 18.1333
O -0.7159 19.9144 22.2230
O 3.3938 18.7603 20.9206
O 1.6685 21.6876 18.7495
O 0.8512 19.1971 19.8709
C -0.5554 18.7793 23.0643
C -2.7794 23.8591 18.9869
C -1.8441 21.6418 18.1554
C -0.9677 19.1061 24.4910
C 2.2501 21.6084 17.4580
C -1.5443 22.9548 18.8731
C -1.3340 17.6792 22.3894
C 2.6552 20.1278 17.2905
H -1.4277 16.7575 22.9638
H -2.3405 18.0676 22.2332
H 0.9628 17.1074 19.7021
H -2.4813 21.7889 17.2834
H -3.4732 23.4368 19.7138
H 0.1129 19.3720 20.4546
H -2.4600 24.8808 19.1920
H 2.4578 21.6473 19.2944
H -3.2814 23.8898 18.0199
H 0.2263 22.8898 18.2528
H -0.9276 17.4572 21.4026
H -0.3146 19.8932 24.8678
H 3.0782 22.3172 17.4640
H 1.6283 21.8135 16.5866
H 2.4469 18.7713 20.7807
H 3.6765 19.6523 20.7190
H 1.5101 16.1454 18.6691
H 0.5050 18.5290 23.0958
H -0.9718 18.2920 25.2158
H -1.1205 22.8060 19.8663
H -1.9541 19.5698 24.5007
H -2.3174 20.9320 18.8339
H 3.3090 19.8549 18.1188
H -0.9318 21.1200 17.8665
H 1.8456 19.3981 17.3053
H 3.2281 19.9696 16.3768
H 0.9231 19.9851 19.3322
H -1.6449 20.1558 22.2075

Computed properties:
Expectation value of S² = 0.754
Net charge = +1
Spin multiplicity = 2
Lowest unoccupied orbital energy (spin up / spin down) = -3.06 / -9.63 eV
Kohn-Sham gap (spin up / spin down) = 10.013 / 3.440 eV

---

No. 4
A molecular structure, C8H29CaN12O7 at a distorted geometry, computed with wB97M-V/def2-TZVPD.

Atoms and positions in Å:
Ca 5.2400 -6.3904 13.7677
O 5.3058 -4.0126 13.2744
O 2.9545 -7.0549 14.2058
O 4.2791 -5.3933 15.9442
O 4.2906 -6.9611 11.6586
O 7.1511 -6.7314 12.2930
O 5.5350 -8.7898 13.4976
O 7.1310 -6.8678 14.9949
N 1.8494 -8.4056 15.5960
N 3.8898 -8.1310 9.8480
N 2.6067 -6.4935 10.3385
N 4.7363 -10.8288 13.5899
N 9.1500 -7.5715 15.6769
N 6.1050 -10.2911 11.9352
N 8.1464 -4.8848 11.5262
N 0.7530 -7.6500 13.9165
N 3.8834 -4.3137 17.8486
N 8.6204 -5.5102 15.8956
N 8.4248 -6.6377 10.4426
N 4.5745 -3.1961 16.1515
C 4.9661 -1.7320 12.2024
C 5.4315 -9.8515 12.9954
C 7.8575 -6.1261 11.4578
C 8.2304 -6.7052 15.5166
C 4.9408 -3.2984 12.1483
C 3.5973 -7.1796 10.6950
C 1.8742 -7.6378 14.5610
C 4.2113 -4.3289 16.6064
H 0.8479 -7.2170 13.0089
H 6.6156 -9.5685 11.4480
H 5.5610 -3.6494 11.3236
H 4.5950 -10.5978 14.5630
H 8.1884 -7.5906 10.2053
H 8.0463 -4.6849 15.7992
H 2.2562 -5.7852 10.9674
H 4.6323 -1.3806 11.2261
H 4.8048 -11.7542 13.1911
H 2.7507 -8.6468 15.9825
H -0.0106 -8.2703 14.1448
H 2.2529 -6.6974 9.4147
H 8.8084 -4.4288 10.9146
H 5.6533 -11.0610 11.4625
H 3.1763 -8.4253 9.1966
H 4.5429 -2.4007 16.7732
H 4.7406 -3.1453 15.1566
H 4.2645 -1.3720 12.9549
H 8.8120 -8.4945 15.4445
H 9.6023 -5.3634 16.0813
H 0.9799 -8.8846 15.7824
H 3.8913 -3.4202 18.3193
H 9.0125 -6.1147 9.8092
H 3.9941 -3.6226 11.7163
H 5.9565 -1.3149 12.3848
H 7.6325 -4.3491 12.2111
H 3.4612 -5.1403 18.2469
H 9.9062 -7.3936 16.3224
H 4.8476 -8.4482 9.8027

Computed properties:
Net charge = +1
Lowest unoccupied orbital energy = -1.88 eV
Kohn-Sham gap = 7.192 eV

---

No. 5
A molecular structure, C8H30B2O31 at a distorted geometry, computed with wB97M-V/def2-TZVPD.

Atoms and positions in Å:
O 3.3641 0.9908 0.2150
O 1.3571 1.7278 -3.4570
O -5.0019 0.5118 -2.7380
O -2.0019 3.0598 1.9110
O 1.9661 1.3618 2.5310
O -3.0769 -2.6612 -3.3300
O -0.6049 -1.0942 -0.1370
O -2.5619 -1.5682 -0.9370
O -2.1799 -1.2412 2.2720
O -2.5109 1.0308 -1.8860
O 2.6561 -0.7212 -3.4940
O -2.1169 0.5048 4.1260
O 2.5161 2.9708 4.7240
O -0.6739 1.2118 -0.6640
O -2.7359 -3.2192 1.6620
O -1.7059 -4.8242 -0.9480
O 4.4971 -0.3642 4.4190
O -4.1929 -0.6672 3.2960
O -1.4339 2.4728 4.5800
O -1.1109 2.0658 -4.5240
O 0.3821 0.5928 1.3940
O 4.1981 3.2798 -0.8140
O 3.5881 -2.3212 0.2760
O 4.0261 -0.5442 -1.7510
O -2.9229 1.1198 2.0560
O 5.5001 0.1438 2.0050
O 1.5021 0.1968 -0.5560
O -5.3809 -2.4402 2.7820
O 1.6671 -3.0082 -0.1350
O -1.5419 3.6518 -2.4790
O -5.3539 -0.6012 -0.0420
C -1.6169 0.5578 -1.2970
C -1.9139 1.7348 3.7720
C 2.2261 0.5648 0.3120
C -1.5789 -0.8332 -0.8550
C -4.2379 -1.8562 2.9660
C 1.5381 0.7258 1.5270
C -2.3049 2.0268 2.5090
C -3.0329 -2.1732 2.3380
B 0.1181 0.1628 0.0330
B -2.8149 -0.1362 2.9840
H 2.8751 -0.4302 -4.3000
H 2.0011 2.2518 -4.1490
H 3.9021 -1.9142 -0.4910
H -4.4009 -0.8552 -0.3130
H 3.1941 -0.6402 -2.2180
H 1.5421 -3.6262 0.7570
H 2.1041 2.3458 4.1290
H 3.4761 2.9548 4.5810
H -2.5009 -3.2702 -3.2300
H 2.0121 -0.1162 -3.2210
H 1.4701 2.2058 -2.5810
H -1.9359 3.0108 -1.8930
H -5.6129 0.9328 -3.4140
H -0.8379 -4.8192 -0.9220
H -4.1959 0.8328 -2.4780
H 0.8981 -2.5392 -0.3240
H -5.6219 0.0568 -0.7930
H 3.7131 2.6968 -0.3130
H 2.6591 -2.3632 0.3800
H 5.1031 -0.9792 4.8510
H 4.8011 -0.2282 1.4670
H -3.0379 -2.0662 -2.5280
H -1.6139 3.2388 -3.4280
H -1.2749 1.2208 -4.6060
H 5.4191 -0.0742 3.0350
H 3.9941 0.1748 -1.1880
H -2.0299 -4.2602 -0.1500
H 4.2181 2.5628 -1.4080
H 3.4711 -0.5192 4.2550
H -0.2819 1.8268 -4.1550

Computed properties:
Net charge = -2
Lowest unoccupied orbital energy = 3.21 eV
Kohn-Sham gap = 8.577 eV

---

Looking at M for the records above, in order, we have 276.38; 220.31; 220.31; 445.47; 643.92 g mol⁻¹.